Molecular formula: C30H62Cl20N2O7PS2
Method: DFT, ωB97M-V/def2-TZVPD

Properties
Energy ... -330832.095 eV
HOMO energy ... -5.2 eV
Total charge ... -1
Orbital gap ... 0.2348 Ha
LUMO level ... 1.17 eV

Geometry as XYZ:
```
124
Properties=species:S:1:pos:R:3:forces:R:3:mulliken_charge:R:1
C 1.1097 -0.9513 -0.1147 0.683 0.713 0.497 -0.58
C 0.7070 0.4500 0.7000 -3.123 -1.762 3.217 0.54
O -0.1112 0.3076 1.7459 5.181 1.754 -6.233 -0.59
O 1.3214 1.7006 0.2276 -2.560 -2.358 0.729 -0.16
C 0.3922 2.5120 -0.5759 -0.126 1.881 -1.818 -0.60
C 0.1880 1.9710 -2.1264 -0.702 0.124 0.414 0.67
C -1.2533 2.5689 -2.6414 0.005 -0.136 -0.173 -0.80
C -1.6628 2.1558 -4.1757 -0.680 0.387 -0.331 0.21
C -2.8490 1.0053 -4.2636 0.624 0.138 -0.302 -0.60
C -2.5663 -0.3264 -3.3498 -0.580 -0.305 0.279 0.24
C -3.8767 -0.7909 -2.4275 1.153 -1.003 0.486 -0.54
C -4.8688 -1.8555 -3.2057 0.190 1.900 -0.090 -0.65
S -6.3798 -2.0755 -2.0564 -1.708 -2.862 4.078 1.08
O -6.8651 -3.5476 -2.1401 1.587 4.421 -0.838 -0.69
O -5.9235 -1.8108 -0.5893 -0.845 -0.043 -4.316 -0.65
N -7.5499 -0.8897 -2.5790 0.180 -1.260 2.191 -0.46
S -8.8789 -0.7230 -1.4594 -3.881 -3.527 -5.026 0.89
O -9.4124 -2.0494 -0.8677 2.334 4.052 -0.819 -0.60
O -10.0715 -0.1061 -2.2899 4.008 -0.725 2.319 -0.74
P -8.5078 0.6085 0.1904 1.329 1.522 2.293 0.56
N -9.5239 2.0454 -0.1478 1.796 -0.119 -0.580 -0.66
O -6.8679 1.1997 0.2090 -1.942 1.431 -1.032 -0.57
H 0.1952 -1.6897 -0.1509 1.822 1.699 0.272 0.24
H 1.9968 -1.4226 0.5303 -2.019 0.929 -1.453 0.16
H 1.5133 -0.7348 -1.1972 -0.818 -0.308 2.270 0.28
H -0.6556 2.6964 -0.0884 2.032 -0.761 -0.596 0.35
H 0.9020 3.5855 -0.6825 -0.956 -2.391 0.511 0.15
H 0.2160 0.8012 -2.0942 -0.235 2.214 -0.283 -0.21
H 1.0067 2.3670 -2.8776 -1.558 -0.975 1.902 -0.17
H -2.1424 2.2281 -1.9406 1.877 0.686 -1.246 0.32
H -1.1669 3.7468 -2.5889 -0.234 -2.362 0.002 0.38
H -2.1354 3.1361 -4.6661 1.222 -2.234 0.834 -0.41
H -0.7362 1.8155 -4.8279 -1.759 0.763 1.461 0.24
H -2.8956 0.6354 -5.3919 -0.135 1.012 2.336 0.24
H -3.8640 1.5417 -3.9833 1.981 -1.323 -0.489 0.25
H -1.6722 -0.2179 -2.5867 -1.761 0.120 -1.678 -0.43
H -2.2720 -1.1947 -4.0829 -0.558 1.517 1.492 0.38
H -4.4543 0.1378 -1.9721 1.101 -2.047 -1.148 0.24
H -3.4075 -1.4019 -1.5157 -1.257 1.458 -1.847 0.25
H -4.3779 -2.9061 -3.3668 -1.153 2.088 0.382 0.31
H -5.2270 -1.3365 -4.2015 0.527 -1.380 1.919 0.30
H -9.3235 2.8171 0.5502 -0.203 -1.287 -1.169 0.23
H -9.3850 2.3722 -1.1297 -0.363 -0.153 1.027 0.27
H -6.9025 2.1829 -0.0088 0.170 -1.835 0.130 0.29
Cl 5.1915 1.1468 5.0253 0.203 0.060 0.017 -0.16
C 3.4973 0.8172 4.5828 -0.435 -0.099 -0.183 -0.57
C 3.3389 -0.5186 3.8743 0.023 0.701 0.174 -0.33
Cl 4.0703 -0.5089 2.2498 0.130 0.036 -0.020 -0.20
H 3.1401 1.6467 3.9648 0.163 -0.214 0.056 0.32
H 2.9223 0.8146 5.5136 0.117 -0.102 -0.150 0.34
H 2.2767 -0.7447 3.7407 0.451 0.440 -0.041 0.14
H 3.7911 -1.3346 4.4456 0.081 0.450 -0.222 0.41
Cl -9.3103 -2.2305 2.7316 -0.038 0.156 0.055 -0.12
C -9.7222 -1.0907 4.0378 -0.017 -0.058 0.057 -0.51
C -10.8962 -0.1973 3.6705 -0.004 -0.042 0.348 -0.46
Cl -10.4804 0.9653 2.3862 -0.720 -0.047 0.617 -0.14
H -8.8277 -0.5056 4.2726 -0.206 -0.045 -0.152 0.30
H -9.9743 -1.6934 4.9154 -0.073 0.133 -0.107 0.34
H -11.2025 0.3905 4.5411 0.107 -0.113 -0.063 0.30
H -11.7580 -0.7813 3.3341 0.268 0.074 -0.049 0.31
Cl 7.7555 1.7119 -0.7762 0.029 -0.005 -0.064 -0.22
C 7.4527 0.9524 0.8069 -0.069 -0.133 0.367 -0.14
C 8.7366 0.4855 1.4740 -0.174 0.167 0.049 -0.19
Cl 9.4735 -0.8948 0.6220 0.031 -0.024 -0.055 -0.14
H 6.7512 0.1257 0.6585 0.232 0.147 -0.018 0.19
H 6.9628 1.7061 1.4306 0.148 -0.119 -0.049 0.25
H 8.5248 0.1501 2.4938 -0.037 0.059 -0.183 -0.04
H 9.4787 1.2875 1.5270 -0.207 -0.313 -0.164 0.27
Cl -2.8833 5.5944 -5.6572 0.020 0.041 -0.031 -0.17
C -2.9343 5.7417 -7.4321 -0.046 0.043 -0.281 -0.45
C -3.6687 4.5805 -8.0832 -0.113 0.214 -0.066 -0.47
Cl -2.7673 3.0504 -7.9411 -0.007 0.032 0.059 -0.17
H -1.9055 5.8235 -7.7960 -0.205 -0.139 0.122 0.29
H -3.4499 6.6802 -7.6568 -0.001 -0.196 0.027 0.32
H -3.7955 4.7738 -9.1527 0.088 0.034 0.178 0.34
H -4.6599 4.4328 -7.6444 0.264 0.016 0.016 0.30
Cl 2.0050 -2.9018 4.5171 -0.546 -1.118 0.268 -0.16
C 0.3107 -3.2313 4.0746 -0.495 -0.195 -0.059 -0.32
C 0.1523 -4.5672 3.3661 -0.178 0.007 0.219 -0.48
Cl 0.8838 -4.5575 1.7416 0.067 0.011 0.042 -0.17
H -0.0465 -2.4018 3.4566 0.165 -0.160 0.024 0.20
H -0.2643 -3.2340 5.0054 0.112 -0.086 -0.155 0.36
H -0.9099 -4.7933 3.2325 0.159 0.157 0.024 0.31
H 0.6046 -5.3832 3.9374 0.005 0.227 -0.127 0.33
Cl 0.9803 4.5176 -4.3309 0.061 0.157 -0.089 -0.06
C 2.5415 5.3118 -4.0043 0.247 0.132 -0.019 -0.58
C 3.6924 4.3192 -3.9628 0.063 0.196 -0.162 -0.50
Cl 3.6051 3.2474 -2.5424 0.012 0.025 -0.019 -0.13
H 2.4513 5.8647 -3.0642 0.018 -0.226 -0.147 0.30
H 2.7031 6.0346 -4.8096 0.033 -0.169 0.087 0.34
H 4.6437 4.8558 -3.8951 -0.193 -0.016 0.020 0.35
H 3.7181 3.6932 -4.8596 -0.120 0.104 0.208 0.30
Cl 9.2555 2.6997 3.7302 0.018 0.182 0.212 -0.17
C 8.9527 1.9402 5.3133 -0.062 -0.095 0.314 -0.25
C 10.2366 1.4733 5.9804 -0.114 0.196 0.146 -0.46
Cl 10.9735 0.0930 5.1285 0.045 0.074 -0.024 -0.15
H 8.2512 1.1135 5.1649 0.215 0.099 -0.041 0.04
H 8.4628 2.6939 5.9370 0.141 -0.103 -0.076 0.39
H 10.0248 1.1379 7.0002 -0.066 0.053 -0.188 0.28
H 10.9787 2.2753 6.0334 -0.171 -0.155 -0.119 0.35
Cl -11.7228 -2.8075 -4.4534 -0.088 -0.015 -0.064 -0.20
C -12.4497 -1.5728 -3.3943 -0.202 0.094 0.383 -0.08
C -13.8215 -1.9879 -2.8868 0.475 0.066 0.277 -0.42
Cl -15.0395 -2.0141 -4.1867 -0.250 -0.058 -0.156 -0.23
H -12.4930 -0.6311 -3.9502 -0.007 -0.257 0.103 0.29
H -11.7665 -1.4382 -2.5503 -0.079 -0.021 -0.188 0.01
H -14.1737 -1.2710 -2.1390 0.118 -0.048 -0.179 0.29
H -13.7977 -2.9787 -2.4236 0.028 0.166 -0.220 0.33
Cl 12.4216 -6.5734 -0.5229 0.041 -0.006 -0.042 -0.20
C 12.0098 -5.4336 0.7832 -0.127 0.200 0.270 -0.41
C 10.8357 -4.5402 0.4159 -0.050 -0.132 0.252 -0.17
Cl 11.2515 -3.3777 -0.8684 0.036 -0.102 -0.048 -0.20
H 12.9042 -4.8485 1.0181 -0.215 -0.082 -0.165 0.32
H 11.7577 -6.0363 1.6609 -0.052 0.111 -0.165 0.26
H 10.5295 -3.9524 1.2865 0.118 -0.081 -0.095 0.07
H 9.9739 -5.1242 0.0796 0.252 0.082 -0.006 0.32
Cl 8.6740 -2.5472 4.4482 -0.055 -0.107 -0.060 -0.10
C 8.3712 -3.3067 6.0313 -0.049 -0.070 0.223 -0.55
C 9.6551 -3.7736 6.6985 -0.155 0.229 0.185 -0.38
Cl 10.3920 -5.1538 5.8465 0.024 0.012 -0.041 -0.19
H 7.6697 -4.1334 5.8829 0.233 0.133 -0.020 0.34
H 7.8813 -2.5530 6.6550 0.154 -0.100 -0.053 0.28
H 9.4433 -4.1090 7.7183 -0.053 0.027 -0.194 0.34
H 10.3973 -2.9716 6.7514 -0.161 -0.145 -0.149 0.25
```
Positions in Å, forces in eV/Å.